ORCA calculation (ωB97M-V/def2-TZVPD) on a molecular structure, Cl2NO3P at a distorted geometry.

Last column: natural (NBO) charge in e.
Atoms and positions in Å:
N (0.796, -0.944, 0.549)  -0.75
O (-0.260, 0.086, -2.021)  -1.21
O (-0.455, 1.639, -0.024)  -1.20
O (-1.999, -0.461, -0.298)  -1.20
P (-0.805, 0.334, -0.686)  2.48
Cl (0.439, -0.628, 2.178)  -0.04
Cl (2.283, -0.027, 0.302)  -0.08

Calculated values
Lowest unoccupied orbital energy in eV: 6.31
Gap between HOMO and LUMO in eV: 6.1
HOMO energy in eV: 0.23
Charge: -2

---

ORCA calculation (ωB97M-V/def2-TZVPD) on a molecular structure, C3H3CuO3 at a distorted geometry.

Last column: natural (NBO) charge in e.
Atoms and positions in Å:
O (-2.119, 0.538, -3.838)  -0.29
C (-1.547, -0.123, -3.099)  1.12
O (-1.003, -0.680, -2.226)  -0.77
Cu (-0.248, -1.117, -0.588)  1.37
C (0.045, -0.550, 1.297)  -0.41
C (1.035, 0.258, 1.849)  0.34
H (-0.477, -1.154, 2.054)  0.28
H (1.592, -0.056, 2.740)  0.27
O (1.446, 1.386, 1.381)  -0.45
H (1.276, 1.497, 0.430)  0.52

Calculated values
Lowest unoccupied orbital energy (alpha / beta) in eV: -10.00 / -14.05
Gap between HOMO and LUMO (alpha / beta) in eV: 10.8 / 8.3
Expectation value of S²: 2.01
HOMO energy (alpha / beta) in eV: -20.80 / -22.36
Charge: +2
Multiplicity: 3

---

ORCA calculation (ωB97M-V/def2-TZVPD) on 3 unconnected molecules or ions with the total composition C15H22N3O2.

Last column: natural (NBO) charge in e.
Atoms and positions in Å:
C (0.958, -2.346, 2.013)  -0.42
N (0.060, -1.772, 0.964)  -0.42
C (-1.288, -2.416, 0.851)  -0.25
C (-2.317, -1.746, 1.789)  -0.09
O (-1.722, -0.993, 2.821)  -0.50
C (-0.818, 0.018, 2.426)  -0.11
C (-0.163, -0.287, 1.091)  0.24
O (1.024, 0.420, 0.992)  -0.68
H (0.707, -3.396, 2.135)  0.23
H (1.986, -2.270, 1.672)  0.24
H (0.807, -1.840, 2.959)  0.24
H (0.525, -1.913, 0.042)  0.50
H (-1.184, -3.481, 1.039)  0.23
H (-1.593, -2.290, -0.188)  0.23
H (-2.884, -2.526, 2.291)  0.23
H (-3.036, -1.155, 1.213)  0.19
H (-1.277, 1.010, 2.388)  0.22
H (-0.040, 0.061, 3.191)  0.21
H (-0.840, -0.037, 0.267)  0.18
H (1.229, 0.579, 0.059)  0.49
N (-0.653, 4.263, 1.818)  -0.42
C (-0.637, 5.578, 1.614)  0.04
C (0.077, 6.183, 0.588)  -0.25
C (0.814, 5.384, -0.270)  -0.17
C (0.807, 4.012, -0.066)  -0.26
C (0.060, 3.507, 0.987)  0.01
H (-1.222, 6.174, 2.303)  0.20
H (0.053, 7.257, 0.469)  0.23
H (1.384, 5.821, -1.079)  0.22
H (1.375, 3.353, -0.710)  0.20
H (0.032, 2.444, 1.187)  0.18
N (0.757, -2.239, -1.778)  -0.51
C (0.017, -1.478, -2.590)  0.03
C (-0.060, -1.672, -3.957)  -0.24
C (0.670, -2.711, -4.516)  -0.13
C (1.442, -3.507, -3.686)  -0.24
C (1.455, -3.235, -2.328)  0.05
H (-0.541, -0.671, -2.125)  0.18
H (-0.675, -1.026, -4.565)  0.24
H (0.636, -2.896, -5.581)  0.24
H (2.028, -4.325, -4.079)  0.24
H (2.051, -3.837, -1.652)  0.20

Calculated values
Lowest unoccupied orbital energy in eV: -2.51
Gap between HOMO and LUMO in eV: 9.4
HOMO energy in eV: -11.88
Charge: +1

---

ORCA calculation (ωB97M-V/def2-TZVPD) on a molecular structure, C30H25F5N4O8ScTe at a distorted geometry.

Last column: Löwdin charge in e.
Atoms and positions in Å:
Sc (0.197, 1.313, -0.420)  1.12
O (-0.188, 3.325, -0.642)  -0.16
C (-0.071, 4.070, -1.714)  -0.36
C (-0.940, 5.193, -1.872)  -0.01
C (-0.863, 6.016, -2.995)  -0.10
C (0.138, 5.892, -3.919)  -0.11
C (1.037, 4.862, -3.757)  -0.04
C (0.941, 3.934, -2.712)  -0.15
C (1.898, 2.894, -2.724)  -0.08
N (1.832, 1.830, -2.024)  -0.03
N (3.044, 1.069, -1.942)  0.10
C (3.069, 0.636, -0.704)  -0.48
O (2.137, 0.837, 0.146)  -0.15
C (4.137, -0.329, -0.287)  -0.13
C (4.238, -0.660, 1.077)  -0.05
C (5.203, -1.525, 1.581)  -0.10
C (6.067, -2.200, 0.703)  -0.10
C (6.012, -1.823, -0.656)  -0.09
C (5.099, -0.864, -1.152)  -0.02
H (-1.679, 5.245, -1.067)  0.12
H (-1.547, 6.825, -3.150)  0.09
H (0.246, 6.493, -4.761)  0.08
H (1.831, 4.699, -4.489)  0.11
H (2.807, 2.989, -3.262)  0.12
H (3.637, -0.097, 1.794)  0.11
H (5.254, -1.765, 2.637)  0.09
H (6.826, -2.885, 1.079)  0.09
H (6.740, -2.242, -1.329)  0.08
H (5.129, -0.577, -2.188)  0.10
C (1.497, -3.176, -0.015)  0.02
C (0.440, -2.252, -0.577)  -0.49
O (0.681, -1.169, -1.086)  0.03
N (-0.829, -2.744, -0.497)  0.09
C (-1.968, -2.246, -1.214)  -0.09
C (-3.068, -1.656, -0.377)  -0.15
C (-4.379, -2.024, -0.514)  -0.01
C (-5.379, -1.328, 0.140)  -0.06
C (-5.039, -0.269, 0.956)  -0.04
C (-3.742, 0.152, 1.012)  0.02
N (-2.803, -0.506, 0.268)  -0.10
H (2.267, -2.494, 0.414)  0.08
H (2.035, -3.546, -0.892)  0.10
H (1.181, -3.894, 0.739)  0.08
H (-0.893, -3.708, -0.185)  0.14
H (-2.425, -3.062, -1.771)  0.13
H (-1.593, -1.477, -1.901)  0.13
H (-4.564, -2.867, -1.165)  0.12
H (-6.408, -1.682, 0.157)  0.11
H (-5.803, 0.263, 1.508)  0.12
H (-3.394, 1.095, 1.446)  0.13
O (-1.990, 1.933, 2.604)  0.03
C (-0.936, 1.370, 2.355)  -0.61
O (-0.019, 1.838, 1.597)  -0.10
C (-0.651, -0.010, 2.917)  -0.15
C (0.584, -0.578, 2.698)  0.00
C (0.901, -1.900, 3.142)  0.04
C (-0.136, -2.566, 3.784)  -0.20
O (-0.131, -3.873, 4.295)  0.02
C (-1.193, -3.839, 5.218)  -0.17
O (-2.031, -2.740, 4.895)  0.03
C (-1.305, -1.925, 4.097)  -0.23
C (-1.611, -0.653, 3.668)  0.07
H (1.277, 0.068, 2.185)  0.09
H (1.859, -2.333, 2.989)  0.10
H (-0.738, -3.637, 6.208)  0.14
H (-1.780, -4.744, 5.326)  0.13
H (-2.547, -0.109, 3.925)  0.15
F (-3.951, 1.204, -1.727)  -0.52
Te (-2.676, 1.951, -3.098)  2.04
F (-1.078, 1.364, -2.080)  -0.54
F (-4.250, 2.287, -4.307)  -0.57
F (-1.495, 2.201, -4.841)  -0.57
F (-2.527, 0.124, -3.665)  -0.44
O (-1.622, -0.004, 0.119)  -0.15

Calculated values
Lowest unoccupied orbital energy in eV: 2.05
Gap between HOMO and LUMO in eV: 7.2
HOMO energy in eV: -5.16
Charge: -1

---

Values for energy relative to the best compared isomer or geometry (same formula, charge and spin), kcal/mol, ordered as above
20.83; 0.00; 0.00; 6.55